Here is a 2-piece molecular cluster, CH7N2O overall in a non-equilibrium geometry from OMol25. Energies are from wB97M-V/def2-TZVPD.

Calculated values
E = -226.7737 Eh
ΔE to the lowest compared entry with this formula, charge and spin = 38.7 kcal/mol
molecular weight = 63.08 g mol⁻¹
charge = +1
highest occupied orbital energy = -14.394 eV
lowest unoccupied orbital energy = -3.83 eV

Each line ends with the natural charge from an NBO analysis.
CARTESIAN COORDINATES (ANGSTROEM)
N1 -1.657 0.946 1.645  -0.914
N2 1.150 -0.756 -1.722  -0.826
H1 -1.665 1.312 2.574  0.447
C1 1.072 -0.355 -0.374  0.546
H2 1.949 0.015 0.299  0.179
H3 2.050 -0.762 -2.354  0.433
H4 0.291 -0.377 -2.268  0.422
H5 -2.558 0.690 1.094  0.479
H6 -0.872 1.469 1.071  0.497
H7 -1.431 -0.096 1.687  0.480
O1 -0.081 -0.182 0.085  -0.743